17
Properties=species:S:1:pos:R:3:forces:R:3 method="wB97M-V/def2-TZVPD" orbital_gap_ev="6.39 / 9.09" e_above_lowest_kj_mol=0.0 e_homo_ev="-5.55 / -11.07" s2=2.01 charge=0 multiplicity=3
C 0.566638 -1.829420 1.679667 0.64 0.81 -1.00
C -1.897351 0.917084 -0.925881 0.42 -1.74 -3.19
C -0.533748 0.911391 -0.159886 -0.07 2.41 -0.25
C 1.757545 0.849623 -1.304396 5.94 3.57 -2.08
C 0.590598 0.279966 -0.903838 -6.11 -2.81 3.08
N 1.633903 -1.730154 2.320804 -0.49 -0.32 -0.65
F 0.295040 -0.922739 -1.461077 -0.12 0.09 -0.55
Cl -1.081385 -2.060958 2.183946 -0.02 -0.27 0.53
H 0.600001 -1.616344 0.634789 -0.21 -0.19 -0.68
H -2.659990 0.721378 -0.212895 -1.00 0.59 0.46
H -2.012595 -0.032261 -1.649828 0.61 1.85 1.61
H -2.086169 1.775937 -1.667425 0.31 -0.98 1.64
H -0.297029 2.051366 0.097426 -0.13 -2.41 -0.57
H -0.732557 0.455718 0.820451 0.15 -0.10 -0.12
H 1.843260 1.915875 -0.965693 0.52 -1.18 -0.93
H 2.571737 0.238583 -1.753032 -0.53 0.85 0.76
H 1.442101 -1.925046 3.266869 0.11 -0.18 1.93

26
Properties=species:S:1:pos:R:3:forces:R:3 method="wB97M-V/def2-TZVPD" orbital_gap_ev="8.10 / 6.49" e_above_lowest_kj_mol=193.7 e_homo_ev="-10.49 / -12.07" s2=2.03 charge=+1 multiplicity=3
C 3.212001 0.915878 -1.214925 -2.06 -0.72 -0.41
C 2.224871 -0.018076 -0.871770 2.60 -2.04 -0.81
C 2.964018 1.991842 -0.392403 1.58 3.42 1.82
C 1.504502 0.429913 0.224678 -2.12 -0.05 1.34
C -2.346310 -0.521811 -1.560868 -1.38 -2.03 0.63
C -0.783913 -2.033543 -0.399070 0.07 -1.59 2.42
C -1.244513 0.147485 2.731126 1.92 -0.55 0.18
C -1.035595 0.244604 0.398403 0.93 1.06 -1.24
N 1.979873 1.652123 0.523194 0.39 1.18 0.50
N -1.095216 -0.664947 -0.764019 -0.23 1.13 -0.61
O -1.686134 -0.173921 1.431621 -1.98 -1.76 1.03
H 3.814653 0.726707 -2.054536 1.10 0.57 -0.62
H 2.309117 -1.085607 -1.212419 -0.50 1.24 0.32
H 3.484863 3.040714 -0.212675 -1.15 -2.45 -0.95
H -3.210921 -0.696489 -0.852477 0.92 -0.47 -1.05
H -2.526692 0.451079 -1.921341 0.51 1.39 -0.35
H -2.253414 -1.214316 -2.434403 -0.53 0.40 0.90
H -0.968502 -2.839866 -1.094258 -0.24 0.47 -0.66
H 0.216598 -2.117113 -0.011893 0.81 0.41 -0.50
H -1.292601 -2.286617 0.554424 -0.48 0.30 -0.87
H -1.603310 -0.543348 3.494546 0.03 -0.40 -0.56
H -1.607131 1.083871 3.010971 -0.60 1.80 0.35
H -0.135411 0.185216 2.686000 -0.58 -0.16 0.40
H -1.158113 1.259282 0.062895 -0.10 0.49 -0.09
H 1.604183 2.329214 1.232379 0.59 -1.26 -1.13
H -0.366904 -0.262274 -1.353179 0.47 -0.36 -0.05

12
Properties=species:S:1:pos:R:3:forces:R:3 method="wB97M-V/def2-TZVPD" orbital_gap_ev=10.61 e_above_lowest_kj_mol=13.7 e_homo_ev=-9.94 charge=0
C -0.591075 0.185424 1.518602 -0.03 -0.18 0.12
C 0.225511 -0.673856 0.553937 -0.36 -0.29 -0.52
C 0.311098 -0.040084 -0.810942 2.18 -0.08 1.03
C -0.320700 -0.361635 -1.892389 -0.67 0.32 -1.95
H 0.920118 1.903165 0.999919 -0.48 0.15 0.30
H 1.230058 -0.858469 0.958225 -0.18 0.22 -0.13
H -0.268163 -1.671316 0.423871 0.22 0.98 0.39
H -1.087190 -1.118428 -1.857920 -0.14 0.07 -0.10
H -0.070736 0.159088 -2.844442 -0.31 -0.62 0.86
O -1.522108 -0.249622 2.129307 -0.39 -0.41 0.16
F 1.387409 0.823827 -0.933811 -0.68 -0.11 0.33
S -0.214222 1.901906 1.755643 0.85 -0.04 -0.50

14
Properties=species:S:1:pos:R:3:forces:R:3 method="wB97M-V/def2-TZVPD" orbital_gap_ev=8.28 e_above_lowest_kj_mol=728.5 e_homo_ev=-8.46 charge=0
C 1.416968 -0.121261 0.104750 -4.31 -0.23 -1.22
C 0.596840 0.934516 -0.009788 1.58 2.55 -1.52
C -0.768730 0.469278 -0.266140 2.47 5.56 0.25
H -2.211642 -1.866163 -0.275426 -0.17 1.55 3.39
H -2.279412 -0.157091 0.792033 1.56 -3.55 -1.64
H 1.281342 -1.923132 -0.990277 -2.69 1.89 3.02
H 3.168828 0.913400 0.553885 -2.92 -4.16 -2.05
H 1.239268 1.947437 -0.374918 -2.64 -2.43 1.51
H -1.580633 2.133112 0.488417 -0.29 -2.25 -2.24
N -1.701596 -1.257892 0.515439 -2.94 -1.82 -2.29
N -0.699148 -0.885818 -0.443689 0.51 -0.08 0.98
N 0.705114 -1.396774 -0.084733 1.92 1.00 -2.08
N -1.842863 1.250924 -0.128265 1.41 -0.33 1.69
O 2.675663 -0.040536 0.118710 6.54 2.31 2.20

Copy entry 4 word for word.
14
Properties=species:S:1:pos:R:3:forces:R:3 method="wB97M-V/def2-TZVPD" orbital_gap_ev=8.28 e_above_lowest_kj_mol=728.5 e_homo_ev=-8.46 charge=0
C 1.416968 -0.121261 0.104750 -4.31 -0.23 -1.22
C 0.596840 0.934516 -0.009788 1.58 2.55 -1.52
C -0.768730 0.469278 -0.266140 2.47 5.56 0.25
H -2.211642 -1.866163 -0.275426 -0.17 1.55 3.39
H -2.279412 -0.157091 0.792033 1.56 -3.55 -1.64
H 1.281342 -1.923132 -0.990277 -2.69 1.89 3.02
H 3.168828 0.913400 0.553885 -2.92 -4.16 -2.05
H 1.239268 1.947437 -0.374918 -2.64 -2.43 1.51
H -1.580633 2.133112 0.488417 -0.29 -2.25 -2.24
N -1.701596 -1.257892 0.515439 -2.94 -1.82 -2.29
N -0.699148 -0.885818 -0.443689 0.51 -0.08 0.98
N 0.705114 -1.396774 -0.084733 1.92 1.00 -2.08
N -1.842863 1.250924 -0.128265 1.41 -0.33 1.69
O 2.675663 -0.040536 0.118710 6.54 2.31 2.20